{
  "formula": "C30H31NO6",
  "method": "ωB97M-V with the def2-TZVPD basis set",
  "smiles": "CCCCC1=CC2=C(c3ccco3)C(=O)[C@@](C)(OC(=O)c3ccc(OC)cc3)C(=O)C2=CN1CC1CC1",
  "charge": 0,
  "e_tot_ev": -45386.823,
  "gap_ev": 7.131,
  "largest_force_ev_per_a": 1.05,
  "lumo_energy_ev": 0.19,
  "molar_mass_g_mol": 501.58,
  "symbols": ["C", "C", "C", "C", "C", "C", "C", "C", "C", "C", "C", "C", "O", "C", "O", "C", "C", "O", "C", "O", "C", "C", "C", "C", "O", "C", "C", "C", "C", "O", "C", "C", "N", "C", "C", "C", "C", "H", "H", "H", "H", "H", "H", "H", "H", "H", "H", "H", "H", "H", "H", "H", "H", "H", "H", "H", "H", "H", "H", "H", "H", "H", "H", "H", "H", "H", "H", "H"],
  "coordinates": [[2.5794, 1.0677, 4.9554], [2.9072, 0.9087, 3.4750], [2.6384, -0.5036, 2.9520], [1.1495, -0.8464, 2.8658], [0.3535, -0.0496, 1.8687], [0.9244, 0.6282, 0.8403], [0.1769, 1.3738, -0.1230], [0.7419, 2.1242, -1.1392], [2.1750, 2.3691, -1.2301], [3.1180, 2.6635, -0.2764], [4.3373, 2.8474, -0.9663], [4.0522, 2.6534, -2.2828], [2.7546, 2.3642, -2.4493], [-0.0892, 2.7627, -2.1317], [0.2489, 3.6509, -2.8841], [-1.5211, 2.1440, -2.2443], [-2.4060, 2.9146, -3.2105], [-1.2346, 0.8362, -2.7848], [-2.0178, -0.1780, -2.4331], [-2.8931, -0.0913, -1.5974], [-1.6827, -1.4229, -3.1510], [-2.4513, -2.5645, -2.9142], [-2.1715, -3.7388, -3.5704], [-1.1122, -3.8046, -4.4830], [-0.9205, -5.0066, -5.0757], [0.1180, -5.1452, -6.0179], [-0.3421, -2.6663, -4.7179], [-0.6285, -1.4879, -4.0567], [-2.1314, 2.0548, -0.8538], [-3.1355, 2.6373, -0.5191], [-1.2441, 1.3347, 0.0845], [-1.7692, 0.6659, 1.1379], [-1.0179, -0.0456, 2.0175], [-1.7142, -0.7558, 3.0733], [-1.8136, 0.0677, 4.3489], [-1.1956, -0.4028, 5.6320], [-2.6837, -0.4238, 5.4663], [3.1184, 0.3320, 5.5491], [1.5148, 0.9470, 5.1385], [2.8673, 2.0586, 5.2978], [3.9641, 1.1369, 3.3231], [2.3240, 1.6290, 2.8998], [3.1093, -0.6318, 1.9768], [3.1065, -1.2215, 3.6299], [1.0535, -1.9082, 2.6114], [0.7188, -0.7021, 3.8557], [1.9912, 0.5935, 0.7085], [2.9554, 2.7754, 0.7762], [5.2883, 3.0947, -0.5399], [4.6638, 2.6942, -3.1624], [-1.9022, 3.0132, -4.1682], [-2.5974, 3.9027, -2.8021], [-3.3519, 2.3925, -3.3369], [-3.2688, -2.5013, -2.2124], [-2.7568, -4.6291, -3.4034], [1.0970, -4.9579, -5.5663], [-0.0242, -4.4767, -6.8724], [0.0700, -6.1785, -6.3574], [0.4803, -2.6884, -5.4152], [-0.0320, -0.6082, -4.2404], [-2.8388, 0.6589, 1.2799], [-1.2280, -1.7144, 3.2671], [-2.7226, -0.9669, 2.7046], [-1.8143, 1.1345, 4.1598], [-0.7628, 0.3290, 6.2973], [-0.6810, -1.3528, 5.6404], [-3.2766, 0.2927, 6.0123], [-3.1648, -1.3822, 5.3441]],
  "atomic_forces_ev_per_a": [[0.060, 0.057, -0.223], [0.063, -0.160, 0.107], [-0.135, 0.216, -0.099], [0.232, -0.102, 0.004], [0.164, 0.070, -0.142], [-0.012, -0.122, 0.146], [-0.053, 0.228, -0.300], [0.389, -0.095, 0.030], [0.046, 0.143, 1.018], [-0.545, -0.137, -0.418], [0.152, -0.087, -0.597], [0.754, 0.206, 0.493], [-0.278, -0.207, -0.282], [-0.463, -0.053, 0.060], [-0.075, -0.053, 0.006], [-0.394, 0.726, -0.642], [0.265, -0.274, 0.210], [0.133, 0.135, -0.059], [-0.386, -0.433, 0.213], [-0.021, -0.109, -0.410], [0.132, -0.141, -0.173], [0.115, 0.160, -0.034], [0.115, -0.129, -0.141], [-0.089, 0.194, 0.162], [-0.237, 0.069, 0.222], [0.190, -0.017, -0.164], [0.114, -0.346, -0.224], [-0.255, 0.086, 0.239], [-0.019, 0.156, 0.343], [0.193, -0.057, -0.089], [-0.011, -0.162, 0.629], [0.119, 0.234, -0.516], [0.095, 0.122, -0.326], [-0.309, -0.064, 0.566], [-0.036, -0.089, -0.176], [0.113, 0.049, 0.172], [-0.048, 0.030, 0.017], [0.036, -0.073, 0.114], [-0.148, -0.014, 0.102], [-0.020, 0.076, 0.109], [-0.015, 0.068, -0.071], [0.088, 0.070, -0.064], [0.040, -0.079, -0.011], [0.022, -0.048, -0.055], [-0.103, 0.011, 0.100], [-0.106, -0.104, 0.016], [0.114, -0.029, 0.141], [-0.133, 0.015, 0.212], [0.225, 0.055, -0.004], [-0.013, 0.000, -0.171], [0.038, 0.023, 0.002], [-0.038, 0.053, -0.033], [-0.079, -0.005, 0.043], [-0.071, -0.015, 0.055], [-0.075, -0.097, 0.025], [-0.044, 0.008, -0.019], [0.009, -0.014, 0.043], [0.042, 0.089, -0.002], [0.064, -0.032, -0.061], [0.060, 0.055, -0.030], [-0.093, -0.054, 0.062], [-0.065, 0.047, -0.054], [0.184, -0.018, -0.030], [-0.019, 0.023, 0.071], [-0.008, 0.082, 0.024], [0.030, -0.102, -0.102], [-0.008, 0.098, 0.018], [0.003, -0.138, -0.054]],
  "mulliken_charge": [-1.298, 0.051, -1.474, -0.705, 0.696, -0.809, 0.497, 0.943, -0.265, -0.588, -0.541, -0.760, -0.350, -0.191, -0.698, 1.808, -1.878, -0.262, 0.750, -0.682, -0.040, -0.576, -0.603, 0.966, -0.458, -0.818, -0.524, -0.624, -0.253, -0.639, 0.016, -0.362, 0.286, -1.806, 0.550, -0.864, -0.737, 0.334, 0.158, 0.442, 0.428, 0.124, 0.510, 0.532, 0.356, -0.043, 0.787, 0.636, 0.468, 0.499, 0.394, 0.362, 0.457, 0.479, 0.428, 0.330, 0.336, 0.241, 0.393, 0.478, 0.492, 0.474, 0.511, 0.518, 0.297, 0.274, 0.281, 0.267]
}

---

{
  "formula": "C30H32AsClN3O8PSrTe",
  "method": "ωB97M-V with the def2-TZVPD basis set",
  "charge": -2,
  "e_tot_ev": -143267.238,
  "gap_ev": 6.205,
  "largest_force_ev_per_a": 2.46,
  "lumo_energy_ev": 4.11,
  "molar_mass_g_mol": 919.17,
  "symbols": ["Sr", "O", "C", "O", "C", "C", "C", "C", "C", "N", "C", "O", "O", "H", "H", "H", "Cl", "C", "C", "C", "C", "O", "C", "C", "N", "C", "C", "C", "C", "C", "C", "C", "C", "N", "C", "C", "H", "H", "H", "H", "H", "H", "H", "H", "H", "H", "C", "As", "C", "C", "H", "H", "H", "H", "H", "H", "H", "H", "H", "C", "C", "O", "P", "O", "Te", "O", "C", "C", "H", "H", "H", "H", "H", "H", "H", "H", "H", "H"],
  "coordinates": [[0.0656, 0.0003, 0.0925], [-0.3259, 2.0010, 3.7187], [-0.1727, 1.7612, 2.5145], [-0.8827, 1.0469, 1.7577], [0.9907, 2.4724, 1.8203], [1.6412, 3.5080, 2.4787], [2.6380, 4.1972, 1.8129], [2.9444, 3.8294, 0.5154], [2.2421, 2.7859, -0.0765], [1.2888, 2.1039, 0.5734], [2.4862, 2.4573, -1.5466], [3.6683, 2.4318, -1.9330], [1.4256, 2.3676, -2.2011], [1.3410, 3.7368, 3.4912], [3.1584, 5.0154, 2.2986], [3.6950, 4.3484, -0.0647], [-1.0224, 1.3323, -7.2632], [-1.0798, 0.8905, -5.5655], [-2.3051, 0.9018, -4.8969], [-2.3515, 0.5509, -3.5719], [-1.1929, 0.1523, -2.8314], [-1.2918, -0.1580, -1.6035], [0.0425, 0.1325, -3.5661], [1.3164, -0.2132, -2.9792], [1.4988, -0.8048, -1.8477], [2.7526, -1.2871, -1.5302], [3.5739, -1.9224, -2.4463], [4.8253, -2.4381, -2.0792], [5.2674, -2.3690, -0.7859], [4.4513, -1.7682, 0.1966], [4.8065, -1.7056, 1.5617], [3.9706, -1.0939, 2.4543], [2.7711, -0.5319, 1.9824], [2.3998, -0.6004, 0.7308], [3.1992, -1.2102, -0.1705], [0.0694, 0.5326, -4.9071], [-3.2036, 1.1868, -5.4306], [-3.2875, 0.5862, -3.0257], [2.1885, -0.0123, -3.6090], [3.2266, -2.0362, -3.4651], [5.4475, -2.9020, -2.8361], [6.2343, -2.7672, -0.4990], [5.7403, -2.1560, 1.8806], [4.2060, -1.0515, 3.5097], [2.0883, -0.0382, 2.6661], [1.0231, 0.5546, -5.4213], [-4.8157, 2.4131, -0.6110], [-3.0428, 1.8290, 0.1497], [-3.2973, 2.8837, 1.7988], [-1.9905, 3.1561, -0.8310], [-4.9044, 3.5027, -0.6067], [-5.6266, 1.9959, -0.0091], [-4.9407, 2.0579, -1.6364], [-3.9708, 3.7316, 1.6513], [-2.3320, 3.2498, 2.1409], [-3.6865, 2.2395, 2.5877], [-2.3361, 4.1729, -0.6304], [-2.0458, 2.9616, -1.9027], [-0.9413, 3.0667, -0.5449], [-0.3820, -5.6763, 3.1588], [-0.1785, -4.1764, 3.3126], [-1.3203, -3.4737, 2.8442], [-1.0885, -2.4076, 1.5934], [0.0827, -1.5588, 1.9321], [-1.0086, -3.5203, -0.4709], [-2.4620, -1.5972, 1.8066], [-3.7038, -2.2692, 1.5723], [-4.6600, -1.3623, 0.8253], [0.4484, -6.2143, 3.6234], [-0.4349, -5.9317, 2.1003], [-1.3170, -5.9700, 3.6395], [0.7160, -3.8567, 2.7709], [-0.0318, -3.9222, 4.3686], [-4.1176, -2.5614, 2.5436], [-3.5286, -3.1782, 0.9901], [-4.7883, -0.4290, 1.3766], [-5.6280, -1.8525, 0.7022], [-4.2359, -1.1209, -0.1492]],
  "atomic_forces_ev_per_a": [[0.651, -0.857, -0.930], [-0.013, -0.124, -0.093], [-0.089, 0.403, 0.564], [-0.834, 1.372, 1.865], [0.137, 0.234, 0.237], [0.018, -0.076, 0.116], [-0.025, -0.034, -0.023], [0.010, 0.060, 0.035], [0.110, -0.200, 0.087], [0.452, 1.336, 0.194], [-0.204, 0.533, -0.183], [0.153, -0.198, 0.051], [-0.029, -0.353, -0.092], [-0.035, -0.011, -0.014], [0.011, 0.020, -0.023], [0.045, -0.109, -0.028], [0.006, 0.043, -0.111], [0.076, -0.060, -0.023], [0.094, -0.045, 0.095], [-0.078, 0.022, 0.004], [-0.104, -0.218, -0.266], [-1.101, 0.151, -1.994], [-0.138, 0.279, 0.148], [0.155, -0.581, 0.079], [-0.063, 0.272, -0.626], [0.685, -0.272, -0.286], [-0.341, 0.197, 0.142], [0.247, -0.051, 0.196], [0.045, -0.062, -0.199], [-0.274, 0.116, 0.014], [-0.098, 0.080, 0.009], [0.191, -0.105, -0.010], [-0.013, -0.057, -0.082], [0.908, -0.114, 0.206], [0.358, -0.153, -0.040], [-0.010, -0.016, 0.052], [-0.008, 0.031, 0.022], [0.004, -0.072, -0.010], [-0.019, 0.087, -0.049], [-0.013, 0.001, 0.002], [-0.023, -0.013, 0.004], [-0.021, -0.029, -0.009], [0.008, 0.022, 0.022], [0.012, 0.056, -0.014], [-0.003, -0.042, 0.022], [-0.017, 0.030, -0.034], [0.168, -0.072, -0.053], [-0.893, 0.358, -0.019], [0.063, 0.019, 0.081], [0.171, 0.076, -0.033], [0.040, -0.003, 0.012], [0.042, -0.028, 0.029], [0.054, -0.023, 0.013], [-0.002, -0.026, -0.090], [0.040, -0.006, 0.026], [-0.013, -0.016, -0.016], [-0.026, -0.017, 0.034], [-0.022, -0.056, 0.014], [0.009, 0.045, -0.020], [-0.023, 0.230, -0.032], [0.086, -0.246, 0.005], [0.180, 0.255, -0.446], [-0.759, -1.289, 1.600], [-0.129, -0.299, 0.292], [0.077, -0.277, -0.115], [0.089, -0.062, -0.355], [-0.213, -0.122, 0.020], [0.347, 0.102, 0.119], [-0.020, -0.045, -0.015], [-0.023, -0.029, 0.009], [0.023, -0.063, 0.010], [-0.008, 0.004, 0.024], [-0.036, 0.066, -0.064], [0.095, 0.030, 0.004], [0.017, -0.001, 0.026], [-0.087, 0.002, -0.041], [-0.001, -0.021, -0.001], [-0.066, 0.022, -0.043]],
  "mulliken_charge": [1.177, -0.851, -0.156, -0.392, 0.205, -1.085, -0.557, -0.678, 0.178, 1.329, 0.061, -0.820, -0.644, 0.547, 0.396, 0.507, -0.310, 0.091, -0.514, -0.525, -0.247, -0.099, 1.052, -0.782, 0.517, -0.071, -0.466, -0.811, -0.891, 0.817, -0.826, -1.310, -0.460, 0.832, -0.242, -1.122, 0.402, 0.348, 0.410, 0.584, 0.377, 0.351, 0.370, 0.441, 0.523, 0.436, -1.389, 1.233, -1.376, -0.940, 0.407, 0.347, 0.311, 0.394, 0.354, 0.326, 0.411, 0.337, -0.022, -1.198, -0.151, -0.401, 0.846, -0.577, -0.422, 0.003, -0.371, -0.997, 0.391, 0.229, 0.265, 0.155, 0.340, 0.231, 0.420, 0.174, 0.464, 0.114]
}

---

{
  "formula": "C30H32BF3O2S2",
  "method": "ωB97M-V with the def2-TZVPD basis set",
  "smiles": "CC1(C)OB([C@H](c2ccccc2)c2ccc(C(F)(F)F)cc2)OC1(C)C.Cc1ccc(-c2ccc(C)s2)s1",
  "charge": 0,
  "e_tot_ev": -66226.243,
  "gap_ev": 7.563,
  "largest_force_ev_per_a": 3.03,
  "lumo_energy_ev": 0.11,
  "molar_mass_g_mol": 556.52,
  "symbols": ["C", "C", "C", "O", "B", "C", "C", "C", "C", "C", "C", "C", "C", "C", "C", "C", "C", "F", "F", "F", "C", "C", "O", "C", "C", "C", "H", "H", "H", "H", "H", "H", "H", "H", "H", "H", "H", "H", "H", "H", "H", "H", "H", "H", "H", "H", "H", "H", "C", "C", "C", "C", "C", "C", "C", "C", "C", "C", "S", "S", "H", "H", "H", "H", "H", "H", "H", "H", "H", "H"],
  "coordinates": [[2.9216, -2.8064, -2.0300], [2.3823, -2.1670, -0.7662], [3.1729, -0.9017, -0.4227], [1.0297, -1.7830, -1.0499], [0.4084, -1.7647, 0.2029], [-0.4249, -0.3304, 0.3891], [-1.2818, -0.1942, 1.6256], [-2.2488, 0.8156, 1.5709], [-3.2678, 0.9096, 2.5103], [-3.3701, -0.0654, 3.5112], [-2.3992, -1.0703, 3.5843], [-1.3039, -1.0818, 2.7068], [-1.3590, -0.5793, -0.7908], [-1.1610, -0.0517, -2.0782], [-1.5551, -0.7990, -3.1787], [-2.1568, -2.0394, -2.9595], [-2.1625, -3.0877, -4.0320], [-1.1283, -3.9758, -3.8332], [-2.0153, -2.5749, -5.2843], [-3.3084, -3.8308, -4.0310], [-2.6624, -2.3945, -1.7127], [-2.3459, -1.5827, -0.6368], [0.9949, -2.5711, 1.1315], [2.1958, -3.1093, 0.4902], [1.9159, -4.5455, 0.0741], [3.2964, -3.1213, 1.5273], [3.7877, -3.4397, -1.8070], [2.1621, -3.3970, -2.5557], [3.2644, -2.0264, -2.7159], [4.2284, -1.1562, -0.2766], [3.1032, -0.1902, -1.2543], [2.7903, -0.4007, 0.4785], [0.2229, 0.5423, 0.2339], [-2.2077, 1.4981, 0.7152], [-3.9729, 1.7360, 2.4530], [-4.1993, -0.0162, 4.2187], [-2.4973, -1.8446, 4.3448], [-0.5036, -1.8079, 2.8316], [-0.6148, 0.8897, -2.1911], [-1.3290, -0.4641, -4.1890], [-3.2426, -3.3059, -1.5810], [-2.7618, -1.8026, 0.3491], [2.8389, -5.0253, -0.2738], [1.5600, -5.1117, 0.9422], [1.1746, -4.6014, -0.7345], [4.2168, -3.5393, 1.1033], [3.5070, -2.1205, 1.9152], [2.9993, -3.7635, 2.3647], [4.4089, 3.6542, -0.5872], [3.1107, 3.4291, 0.0974], [2.9205, 3.3022, 1.4682], [1.5562, 3.2543, 1.8479], [0.6948, 3.3300, 0.7561], [-0.6857, 3.6097, 0.7263], [-1.5478, 3.9335, 1.7686], [-2.8500, 4.2510, 1.3090], [-2.9945, 4.1301, -0.0681], [-4.1963, 4.4260, -0.8781], [-1.5123, 3.7106, -0.8198], [1.6114, 3.3804, -0.7476], [5.2169, 3.4804, 0.1279], [4.5197, 2.9835, -1.4451], [4.4986, 4.6836, -0.9558], [3.7614, 3.2880, 2.1584], [1.1880, 3.2238, 2.8687], [-1.2122, 3.9064, 2.8022], [-3.6779, 4.5463, 1.9471], [-5.0020, 4.7722, -0.2313], [-3.9498, 5.2079, -1.6050], [-4.5514, 3.5463, -1.4292]],
  "atomic_forces_ev_per_a": [[0.488, -0.306, -0.099], [-0.084, -0.189, 0.201], [0.031, 0.027, 0.010], [-0.260, -0.166, 0.831], [0.908, 2.857, -0.416], [-0.856, -1.752, 0.208], [-0.377, 0.391, 0.463], [-0.174, -0.041, -0.050], [0.272, -0.172, 0.160], [0.224, 0.066, -0.322], [0.045, 0.383, 0.200], [-0.409, 0.026, -0.220], [-0.672, 0.269, -0.354], [0.238, -0.156, 0.608], [-0.041, -0.252, 0.079], [-0.117, -0.243, -0.649], [-0.146, -0.197, -0.311], [-0.780, 0.579, -0.330], [-0.036, -0.429, 0.724], [0.745, 0.354, -0.103], [0.125, 0.469, 0.001], [0.416, -0.200, 0.110], [0.001, 0.141, -0.324], [-0.028, -0.577, -0.404], [-0.136, -0.242, -0.183], [0.269, 0.245, 0.134], [-0.086, 0.033, -0.090], [0.153, 0.078, 0.309], [-0.106, -0.054, 0.061], [-0.112, 0.112, 0.053], [-0.041, -0.169, 0.125], [0.110, -0.182, -0.178], [0.091, -0.314, -0.092], [-0.178, -0.195, 0.394], [0.028, -0.217, 0.009], [0.260, -0.172, -0.162], [0.170, 0.221, -0.093], [-0.280, -0.037, -0.132], [0.015, -0.446, -0.028], [0.015, -0.152, 0.222], [0.068, 0.261, -0.056], [0.403, -0.076, -0.198], [-0.183, 0.101, 0.014], [-0.035, 0.122, -0.181], [0.104, 0.008, 0.275], [-0.117, 0.123, 0.019], [-0.030, -0.158, -0.032], [0.010, 0.148, -0.168], [0.176, -0.102, -0.267], [-0.265, -0.238, 1.430], [0.251, 0.147, -1.124], [-0.819, 0.015, -0.964], [2.441, -0.085, 0.363], [-2.224, 0.541, 0.138], [0.882, -0.307, -0.952], [-0.218, -0.315, -1.055], [0.249, 0.260, 1.493], [-0.221, 0.025, -0.396], [0.119, -0.154, 0.906], [-0.003, 0.211, 0.935], [-0.010, -0.036, -0.201], [0.174, 0.071, 0.099], [-0.049, -0.171, 0.057], [-0.224, 0.023, -0.106], [0.130, -0.006, -0.154], [-0.220, 0.130, -0.192], [0.144, -0.062, -0.080], [0.005, 0.039, -0.077], [-0.286, -0.070, 0.028], [0.063, 0.161, 0.082]],
  "mulliken_charge": [-1.919, 1.525, -2.092, -0.337, 1.086, 1.561, -0.865, 0.323, -0.719, -0.637, -0.746, 0.055, 0.032, -0.729, -0.818, 0.115, 0.848, -0.250, -0.290, -0.282, -0.922, -0.390, -0.465, 1.743, -1.885, -1.898, 0.381, 0.341, 0.434, 0.404, 0.560, 0.220, -0.413, 0.183, 0.426, 0.396, 0.396, 0.474, 0.440, 0.470, 0.470, 0.415, 0.405, 0.462, 0.312, 0.371, 0.336, 0.441, -1.276, 0.732, -0.750, -0.599, -0.145, 0.680, -0.470, -0.717, 0.722, -1.281, -0.247, -0.181, 0.348, 0.317, 0.307, 0.378, 0.433, 0.346, 0.458, 0.375, 0.311, 0.293]
}